1.
The following is a quantum chemistry calculation of a structure of composition C47H36ClIN4NaO3P2, from the Open Molecules 2025 dataset.

Each line ends with the Löwdin charge.
Element x y z (Å)
Na1 2.26 1.24 -2.28  0.44
O1 4.75 1.34 -5.24  0.04
C1 4.89 2.67 -5.37  -0.27
C2 6.06 3.14 -5.98  -0.02
C3 6.24 4.49 -6.20  -0.11
C4 5.27 5.41 -5.81  -0.11
C5 4.14 4.96 -5.15  -0.04
C6 3.94 3.60 -4.91  -0.08
C7 2.79 3.10 -4.10  -0.44
O2 2.38 1.91 -4.23  -0.08
N1 2.26 4.00 -3.27  0.04
N2 1.67 3.59 -2.15  -0.02
C8 0.71 4.31 -1.69  -0.11
C9 0.26 4.16 -0.30  -0.27
C10 -0.76 4.98 0.19  -0.04
C11 -1.09 4.94 1.53  -0.10
C12 -0.40 4.07 2.37  -0.10
C13 0.56 3.26 1.79  -0.17
N3 0.89 3.29 0.51  0.12
H1 3.85 1.17 -4.87  0.06
H2 6.81 2.42 -6.28  0.11
H3 7.14 4.83 -6.70  0.09
H4 5.40 6.47 -6.01  0.09
H5 3.39 5.65 -4.80  0.10
H6 0.30 5.13 -2.27  0.11
H7 -1.27 5.66 -0.48  0.11
H8 -1.87 5.59 1.93  0.10
H9 -0.61 4.02 3.43  0.10
H10 1.12 2.55 2.40  0.10
Cl1 1.85 -6.25 -1.80  0.63
C14 2.15 -4.54 -2.06  -0.63
C15 2.29 -4.07 -3.34  -0.20
C16 2.57 -2.72 -3.57  -0.64
I1 2.82 -2.04 -5.54  0.90
C17 2.68 -1.75 -2.55  -0.45
O3 2.96 -0.54 -2.74  -0.16
C18 2.49 -2.28 -1.19  -0.14
N4 2.58 -1.38 -0.18  0.13
C19 2.49 -1.81 1.06  -0.17
C20 2.32 -3.16 1.40  -0.08
C21 2.19 -4.08 0.40  -0.05
C22 2.26 -3.67 -0.95  -0.19
H11 2.20 -4.75 -4.17  0.09
H12 2.58 -1.04 1.83  0.10
H13 2.28 -3.46 2.44  0.10
H14 2.03 -5.13 0.62  0.08
C23 -1.03 -0.33 2.17  -0.52
P1 -0.77 -0.07 0.32  1.06
C24 -0.98 -1.74 -0.41  -0.36
C25 -1.03 -2.92 0.31  -0.10
C26 -1.09 -4.16 -0.32  -0.09
C27 -1.09 -4.23 -1.71  -0.10
C28 -0.96 -3.07 -2.45  -0.08
C29 -0.89 -1.84 -1.81  -0.12
C30 -2.32 0.84 -0.16  -0.37
C31 -2.93 0.70 -1.40  -0.09
C32 -4.01 1.49 -1.78  -0.09
C33 -4.50 2.46 -0.92  -0.10
C34 -3.88 2.64 0.31  -0.09
C35 -2.80 1.85 0.68  -0.15
P2 -2.71 -0.63 2.92  1.05
C36 -2.80 -2.46 3.09  -0.40
C37 -2.00 -3.22 3.94  -0.09
C38 -2.13 -4.60 3.98  -0.08
C39 -3.07 -5.24 3.19  -0.09
C40 -3.89 -4.49 2.35  -0.09
C41 -3.75 -3.11 2.31  -0.12
C42 -2.33 -0.18 4.67  -0.39
C43 -3.43 0.12 5.48  -0.11
C44 -3.27 0.46 6.82  -0.09
C45 -2.00 0.51 7.37  -0.10
C46 -0.90 0.22 6.58  -0.09
C47 -1.06 -0.12 5.24  -0.11
H15 -0.68 0.61 2.60  0.01
H16 -0.31 -1.09 2.47  0.03
H17 -1.00 -2.91 1.39  0.07
H18 -1.13 -5.06 0.27  0.11
H19 -1.13 -5.20 -2.20  0.10
H20 -0.89 -3.12 -3.53  0.11
H21 -0.71 -0.95 -2.40  0.10
H22 -2.58 -0.05 -2.10  0.08
H23 -4.46 1.34 -2.75  0.10
H24 -5.34 3.07 -1.20  0.10
H25 -4.24 3.40 1.00  0.10
H26 -2.33 2.05 1.63  0.07
H27 -1.26 -2.73 4.57  0.10
H28 -1.49 -5.18 4.64  0.10
H29 -3.16 -6.32 3.22  0.10
H30 -4.62 -4.99 1.73  0.10
H31 -4.38 -2.52 1.65  0.10
H32 -4.43 0.09 5.04  0.10
H33 -4.14 0.70 7.42  0.10
H34 -1.87 0.78 8.41  0.10
H35 0.10 0.26 7.00  0.10
H36 -0.18 -0.33 4.64  0.09

Properties
Total charge: -1
Gap between HOMO and LUMO: 6.384 eV

---

2.
The following is a quantum chemistry calculation of a structure of composition C43H42N2O2SSb2Ti, from the Open Molecules 2025 dataset.

Each line ends with the Löwdin spin population.
Element x y z (Å)
Ti1 0.35 1.71 0.81  0.96
C1 1.72 -1.90 -0.58  0.00
C2 0.71 -2.82 0.13  0.00
C3 -0.29 -2.09 1.02  0.01
Sb1 -1.52 -0.60 0.07  0.00
C4 -2.43 -1.85 -1.38  0.00
C5 -2.87 -3.11 -0.99  0.00
C6 -3.46 -3.96 -1.92  0.00
C7 -3.62 -3.55 -3.23  0.00
C8 -3.21 -2.28 -3.62  0.00
C9 -2.61 -1.43 -2.69  0.00
C10 -3.06 -0.49 1.53  0.00
C11 -4.24 0.18 1.21  0.00
C12 -5.24 0.34 2.15  0.00
C13 -5.07 -0.18 3.43  0.00
C14 -3.91 -0.85 3.76  0.00
C15 -2.90 -1.01 2.81  0.00
Sb2 1.08 -1.26 -2.54  0.00
C16 2.97 -0.47 -3.18  0.00
C17 2.94 0.55 -4.13  0.00
C18 4.12 1.13 -4.59  0.00
C19 5.34 0.69 -4.10  0.00
C20 5.38 -0.33 -3.16  0.00
C21 4.20 -0.91 -2.71  0.00
C22 1.14 -3.20 -3.41  0.00
C23 0.36 -3.41 -4.54  0.00
C24 0.34 -4.65 -5.17  0.00
C25 1.09 -5.70 -4.66  0.00
C26 1.87 -5.50 -3.53  0.00
C27 1.89 -4.26 -2.91  0.00
H1 2.68 -2.41 -0.71  0.00
H2 1.95 -1.02 0.03  0.00
H3 1.25 -3.53 0.76  0.00
H4 0.18 -3.43 -0.60  0.00
H5 0.21 -1.59 1.85  0.00
H6 -0.99 -2.80 1.46  0.00
H7 -2.76 -3.45 0.04  0.00
H8 -3.79 -4.95 -1.61  0.00
H9 -4.08 -4.21 -3.95  0.00
H10 -3.36 -1.95 -4.64  0.00
H11 -2.29 -0.45 -3.00  0.00
H12 -4.38 0.59 0.21  0.00
H13 -6.15 0.86 1.89  0.00
H14 -5.86 -0.06 4.17  0.00
H15 -3.77 -1.25 4.76  0.00
H16 -1.99 -1.52 3.09  0.00
H17 1.99 0.90 -4.53  0.00
H18 4.08 1.91 -5.34  0.00
H19 6.26 1.13 -4.47  0.00
H20 6.33 -0.69 -2.79  0.00
H21 4.26 -1.73 -2.00  0.00
H22 -0.25 -2.61 -4.94  0.00
H23 -0.27 -4.80 -6.06  0.00
H24 1.08 -6.67 -5.15  0.00
H25 2.46 -6.32 -3.13  0.00
H26 2.51 -4.14 -2.02  0.00
S1 2.02 3.80 -2.42  0.00
C28 3.31 2.97 -1.67  0.00
C29 2.84 1.92 -0.96  0.00
N1 1.46 1.78 -1.00  0.00
C30 0.92 2.72 -1.74  0.00
H27 4.34 3.27 -1.80  0.00
H28 3.43 1.22 -0.39  0.00
H29 -0.15 2.79 -1.92  0.00
C31 2.87 1.07 2.59  0.00
C32 2.55 2.54 2.53  0.00
C33 3.09 3.60 3.20  0.00
C34 2.41 4.77 2.75  0.00
C35 1.48 4.38 1.82  0.00
C36 0.53 5.22 1.02  0.00
N2 1.56 3.00 1.68  0.00
H30 2.61 0.63 3.55  0.00
H31 3.92 0.88 2.40  0.00
H32 2.31 0.49 1.84  0.00
H33 3.88 3.55 3.93  0.00
H34 2.59 5.79 3.08  0.00
H35 -0.03 5.90 1.66  0.00
H36 -0.21 4.60 0.51  0.00
H37 1.05 5.82 0.27  0.00
O1 -1.36 2.53 1.46  0.01
C37 -1.22 1.89 2.56  0.00
O2 -0.31 0.98 2.57  0.01
C38 -2.03 2.18 3.74  0.00
C39 -1.70 1.60 4.97  0.00
C40 -2.48 1.87 6.08  0.00
C41 -3.59 2.70 5.96  0.00
C42 -3.92 3.27 4.73  0.00
C43 -3.14 3.02 3.62  0.00
H38 -0.83 0.96 5.03  0.00
H39 -2.22 1.44 7.03  0.00
H40 -4.20 2.91 6.83  0.00
H41 -4.79 3.91 4.65  0.00
H42 -3.38 3.45 2.66  0.00

Properties
Total charge: +1
Spin multiplicity: 2
Gap between HOMO and LUMO (spin up / spin down): 6.431 / 6.574 eV

---

3.
The following is a quantum chemistry calculation of a structure of composition C11H16O8PSn, from the Open Molecules 2025 dataset.

Each line ends with the Löwdin charge.
Element x y z (Å)
O1 5.24 2.19 -1.78  0.02
C1 4.26 1.56 -1.75  0.00
Sn1 -0.18 -0.27 -0.34  1.04
O2 -1.29 2.48 -1.68  0.32
C2 -0.84 1.51 -1.22  -0.04
C3 -2.13 -1.19 0.19  -0.01
O3 -3.15 -1.48 0.56  0.34
C4 0.24 -2.08 2.12  0.01
O4 0.30 -2.76 3.03  0.17
C5 0.03 -1.79 -2.33  0.05
O5 0.14 -2.36 -3.30  0.26
H1 1.35 -0.88 0.13  0.06
C6 0.91 4.56 1.51  -0.04
C7 1.15 3.14 1.09  -0.16
O6 0.46 2.22 2.13  -0.25
P1 -0.78 1.27 1.68  0.66
O7 -1.97 2.30 1.39  -0.26
C8 -2.91 2.90 2.37  -0.17
C9 -2.33 4.18 2.89  -0.05
O8 -1.13 0.53 3.07  -0.27
C10 -0.76 0.90 4.40  -0.23
C11 0.54 0.28 4.81  -0.04
H2 -0.15 4.82 1.40  0.07
H3 1.49 5.22 0.87  0.11
H4 1.21 4.73 2.55  0.11
H5 0.76 2.93 0.08  0.08
H6 2.22 2.86 1.12  0.14
H7 -3.82 3.04 1.81  0.13
H8 -3.07 2.15 3.17  0.13
H9 -2.24 4.91 2.09  0.09
H10 -3.01 4.60 3.64  0.12
H11 -1.36 4.03 3.37  0.07
H12 -0.70 2.00 4.46  0.12
H13 -1.57 0.57 5.04  0.15
H14 1.38 0.78 4.34  0.08
H15 0.69 0.35 5.89  0.11
H16 0.59 -0.77 4.55  0.06

Properties
Total charge: +3
Gap between HOMO and LUMO: 6.607 eV

---

4.
The following is a quantum chemistry calculation of a cluster of 13 separate species, C65H161N11O13 in total, from the Open Molecules 2025 dataset.

Each line ends with the Löwdin charge.
Element x y z (Å)
C1 -4.72 4.73 -4.16  -0.04
C2 -3.21 4.97 -3.83  -0.52
C3 -2.94 5.56 -2.53  -0.07
O1 -2.52 3.74 -3.87  -0.09
H1 -5.28 5.66 -3.90  0.08
H2 -5.07 3.95 -3.47  0.07
H3 -4.83 4.33 -5.17  0.08
H4 -2.76 5.56 -4.64  0.14
H5 -1.86 5.74 -2.39  0.07
H6 -3.31 4.86 -1.74  0.10
H7 -3.62 6.45 -2.41  0.10
H8 -2.71 3.30 -3.02  0.10
C4 0.69 -2.64 4.58  -0.05
C5 -0.86 -2.61 4.58  -0.47
C6 -1.46 -1.21 4.22  -0.02
O2 -1.25 -3.67 3.76  -0.07
H9 0.92 -1.72 5.13  0.08
H10 1.06 -2.49 3.56  0.06
H11 1.03 -3.55 5.05  0.08
H12 -1.08 -2.92 5.59  0.12
H13 -1.11 -0.98 3.25  0.06
H14 -1.03 -0.43 4.83  0.07
H15 -2.52 -1.21 4.31  0.04
H16 -2.16 -3.56 3.40  0.06
C7 1.34 -2.14 0.12  -0.03
C8 0.46 -1.71 -1.01  -0.39
C9 -0.53 -0.59 -0.65  -0.23
O3 -1.36 -1.05 0.36  -0.20
C10 -2.46 -0.17 0.49  -0.10
N1 1.04 -1.24 -2.31  0.08
H17 1.62 -3.21 0.20  0.08
H18 0.83 -1.89 1.03  0.07
H19 2.27 -1.62 0.05  0.05
H20 -0.17 -2.55 -1.39  0.12
H21 -1.08 -0.30 -1.49  0.09
H22 0.01 0.34 -0.30  0.14
H23 -2.09 0.82 0.55  0.07
H24 -3.03 -0.50 1.36  0.09
H25 -3.16 -0.14 -0.34  0.08
H26 1.29 -2.05 -2.83  0.02
H27 1.89 -0.74 -2.01  0.05
C11 -2.63 -6.55 0.05  -0.03
C12 -2.19 -5.45 1.03  -0.41
C13 -0.96 -4.67 0.57  -0.20
O4 0.12 -5.51 0.21  -0.21
C14 0.92 -5.88 1.29  -0.11
N2 -3.27 -4.51 1.37  0.07
H28 -3.39 -7.08 0.54  0.05
H29 -1.77 -7.19 -0.20  0.08
H30 -3.17 -6.07 -0.78  0.07
H31 -1.97 -5.98 1.96  0.13
H32 -0.69 -3.97 1.40  0.12
H33 -1.21 -4.06 -0.31  0.11
H34 1.26 -6.93 1.06  0.11
H35 0.34 -5.84 2.28  0.11
H36 1.68 -5.17 1.50  0.04
H37 -3.61 -4.16 0.51  0.02
H38 -3.98 -5.05 1.86  0.05
C15 5.41 -0.40 -0.40  -0.05
C16 4.74 0.60 -1.38  -0.38
C17 4.63 -0.07 -2.77  -0.21
O5 5.90 0.02 -3.37  -0.19
C18 5.95 -0.34 -4.76  -0.09
N3 3.39 0.95 -0.94  0.08
H39 5.52 0.05 0.62  0.06
H40 6.43 -0.70 -0.65  0.07
H41 4.82 -1.32 -0.34  0.06
H42 5.35 1.50 -1.48  0.14
H43 3.89 0.39 -3.46  0.11
H44 4.33 -1.09 -2.64  0.10
H45 6.89 -0.05 -5.17  0.08
H46 5.21 0.24 -5.35  0.08
H47 5.73 -1.39 -4.95  0.08
H48 3.45 1.20 0.02  0.02
H49 3.13 1.81 -1.35  0.03
C19 1.58 1.33 3.11  -0.03
C20 3.01 1.98 3.34  -0.38
C21 3.53 1.80 4.80  -0.25
O6 2.55 2.15 5.69  -0.19
C22 2.97 2.07 7.04  -0.10
N4 3.96 1.40 2.38  0.04
H50 0.76 1.85 3.69  0.09
H51 1.44 0.31 3.49  0.06
H52 1.44 1.30 2.04  0.04
H53 3.04 3.06 3.17  0.12
H54 4.44 2.32 4.88  0.10
H55 3.81 0.74 4.99  0.12
H56 2.18 2.43 7.72  0.09
H57 3.84 2.73 7.21  0.09
H58 3.24 1.04 7.31  0.09
H59 4.19 0.44 2.65  0.06
H60 4.88 1.91 2.44  0.10
C23 2.53 -4.05 -3.99  -0.05
C24 2.07 -4.81 -2.73  -0.43
C25 1.12 -5.95 -3.08  -0.19
O7 -0.06 -5.45 -3.71  -0.18
C26 -1.16 -6.34 -3.74  -0.11
N5 3.29 -5.33 -2.16  0.07
H61 3.08 -4.82 -4.49  0.07
H62 3.13 -3.25 -3.65  0.04
H63 1.67 -3.69 -4.56  0.08
H64 1.51 -4.08 -2.20  0.09
H65 0.79 -6.49 -2.18  0.11
H66 1.57 -6.72 -3.72  0.13
H67 -2.06 -5.85 -4.15  0.08
H68 -1.47 -6.75 -2.77  0.07
H69 -1.01 -7.19 -4.39  0.08
H70 3.92 -4.64 -1.81  0.06
H71 3.16 -6.08 -1.52  0.06
C27 1.92 1.15 -5.63  -0.04
C28 0.60 1.95 -5.44  -0.41
C29 -0.45 1.09 -6.14  -0.22
O8 -0.25 1.06 -7.56  -0.16
C30 -0.76 2.26 -8.07  -0.12
N6 0.20 2.18 -4.03  0.04
H72 1.67 0.17 -5.11  0.09
H73 2.79 1.62 -5.16  0.06
H74 2.03 0.92 -6.69  0.08
H75 0.79 2.94 -5.82  0.11
H76 -1.47 1.49 -5.90  0.12
H77 -0.41 0.12 -5.71  0.10
H78 -0.23 3.08 -7.71  0.06
H79 -1.85 2.35 -7.84  0.11
H80 -0.61 2.32 -9.12  0.08
H81 -0.12 1.30 -3.49  0.11
H82 -0.67 2.81 -4.01  0.08
C31 -4.54 -4.06 -2.92  -0.05
C32 -3.28 -3.39 -2.40  -0.43
C33 -2.68 -2.35 -3.32  -0.19
O9 -3.56 -1.23 -3.42  -0.18
C34 -3.25 -0.52 -4.58  -0.11
N7 -3.59 -2.71 -1.14  0.07
H83 -4.93 -4.84 -2.26  0.07
H84 -4.33 -4.49 -3.88  0.07
H85 -5.28 -3.25 -2.94  0.09
H86 -2.48 -4.15 -2.32  0.12
H87 -2.43 -2.68 -4.34  0.13
H88 -1.76 -2.02 -2.82  0.11
H89 -3.22 -1.20 -5.41  0.09
H90 -2.30 -0.02 -4.55  0.05
H91 -4.00 0.25 -4.72  0.09
H92 -2.78 -2.29 -0.68  0.05
H93 -4.42 -2.15 -1.26  0.08
C35 -6.31 -2.64 1.70  -0.07
C36 -6.20 -2.80 3.21  -0.47
C37 -6.62 -4.19 3.69  -0.16
O10 -5.71 -5.26 3.24  -0.23
C38 -6.16 -6.58 3.62  -0.10
N8 -4.88 -2.46 3.60  0.04
H94 -7.24 -2.98 1.23  0.07
H95 -5.57 -3.33 1.16  0.07
H96 -6.17 -1.59 1.34  0.08
H97 -6.88 -2.11 3.75  0.14
H98 -7.66 -4.45 3.38  0.13
H99 -6.55 -4.16 4.81  0.12
H100 -5.55 -7.36 3.23  0.07
H101 -7.15 -6.86 3.27  0.07
H102 -6.29 -6.63 4.73  0.10
H103 -4.12 -2.86 3.05  0.04
H104 -4.64 -2.46 4.58  0.08
C39 2.51 4.86 0.30  -0.02
C40 1.17 4.92 -0.42  -0.47
C41 0.46 6.25 -0.05  -0.12
C42 1.21 7.34 -0.86  -0.18
C43 1.06 7.08 -2.36  -0.12
C44 1.78 5.76 -2.73  -0.54
N9 1.21 4.70 -1.95  -0.07
O11 1.93 3.50 -2.12  -0.08
C45 1.41 5.37 -4.19  -0.03
C46 3.24 6.07 -2.64  -0.04
C47 0.36 3.74 0.12  -0.06
H105 2.72 5.89 0.66  0.08
H106 3.38 4.49 -0.21  0.08
H107 2.41 4.22 1.16  0.06
H108 -0.58 6.15 -0.37  0.10
H109 0.50 6.28 1.05  0.12
H110 2.27 7.33 -0.60  0.08
H111 0.78 8.29 -0.51  0.11
H112 1.67 7.82 -2.83  0.10
H113 -0.03 7.17 -2.57  0.12
H114 2.06 4.59 -4.60  0.08
H115 0.34 5.13 -4.19  0.07
H116 1.38 6.26 -4.89  0.10
H117 3.54 6.59 -3.51  0.07
H118 3.57 6.75 -1.83  0.09
H119 3.83 5.18 -2.54  0.08
H120 -0.64 3.68 -0.35  0.09
H121 0.22 3.76 1.22  0.09
H122 0.88 2.83 -0.16  0.06
H123 1.44 3.07 -2.84  0.04
C48 4.01 -2.70 2.83  -0.02
C49 5.55 -3.01 2.98  -0.45
C50 6.04 -3.69 1.69  -0.12
C51 7.59 -3.88 1.67  -0.14
C52 8.17 -2.46 1.76  -0.13
C53 7.76 -1.65 3.02  -0.54
N10 6.29 -1.70 3.14  -0.07
O12 5.82 -1.10 4.34  -0.05
C54 8.50 -2.21 4.20  -0.04
C55 8.20 -0.18 2.83  -0.02
C56 5.83 -3.95 4.19  -0.01
H124 3.51 -2.26 3.71  0.07
H125 3.40 -3.59 2.66  0.07
H126 3.83 -2.05 1.98  0.06
H127 5.40 -4.55 1.39  0.13
H128 5.78 -2.93 0.94  0.09
H129 7.88 -4.44 0.78  0.11
H130 7.92 -4.49 2.53  0.10
H131 7.89 -1.88 0.88  0.11
H132 9.26 -2.46 1.78  0.12
H133 8.30 -3.31 4.42  0.09
H134 9.54 -2.06 4.06  0.08
H135 8.17 -1.57 5.03  0.09
H136 7.46 0.22 2.14  0.07
H137 8.06 0.36 3.77  0.08
H138 9.23 -0.08 2.51  0.09
H139 5.13 -4.77 4.11  0.09
H140 5.60 -3.48 5.10  0.07
H141 6.81 -4.32 4.15  0.03
H142 6.07 -1.67 5.07  0.07
C57 -3.09 3.65 2.49  -0.03
C58 -4.61 3.99 2.58  -0.50
C59 -4.76 5.27 3.39  -0.12
C60 -6.11 6.05 3.22  -0.15
C61 -6.54 6.27 1.74  -0.11
C62 -6.38 4.92 0.92  -0.47
N11 -5.03 4.32 1.19  -0.08
O13 -4.99 3.17 0.36  -0.06
C63 -7.52 3.97 1.35  -0.02
C64 -6.45 5.19 -0.60  -0.04
C65 -5.36 2.80 3.24  -0.03
H143 -2.55 4.45 1.99  0.08
H144 -2.90 2.74 1.94  0.06
H145 -2.59 3.58 3.45  0.09
H146 -4.70 4.97 4.46  0.13
H147 -3.88 5.82 3.12  0.10
H148 -6.24 7.00 3.69  0.10
H149 -6.83 5.37 3.68  0.09
H150 -5.94 7.00 1.22  0.10
H151 -7.60 6.60 1.77  0.12
H152 -8.41 4.00 0.70  0.10
H153 -7.13 2.97 1.41  0.05
H154 -7.87 4.21 2.34  0.06
H155 -7.30 5.78 -0.84  0.07
H156 -5.62 5.77 -0.99  0.07
H157 -6.64 4.24 -1.15  0.09
H158 -6.27 3.18 3.81  0.10
H159 -4.68 2.28 3.96  0.10
H160 -5.80 2.02 2.61  0.06
H161 -5.36 2.43 0.91  0.08

Properties
Gap between HOMO and LUMO: 8.642 eV

---

Max |F| per entry: 0.03223 0.01125 0.17991 0.06504 Eh/bohr